A 15-piece molecular cluster, C3H35N2O16 overall, computed with the ωB97M-V functional and the def2-TZVPD basis.

Last column: natural (NBO) charge in e.
Element x y z (Å)
O (-2.0630, -1.1519, -1.0089)  -0.76
C (-1.0556, -0.4427, -1.1375)  0.68
N (-1.1021, 0.8838, -0.9466)  -0.85
C (0.2569, -1.0741, -1.6896)  -0.29
N (1.2694, -0.9783, -0.6726)  -0.68
C (2.2373, -2.0227, -0.7522)  0.09
O (2.9841, -1.9594, -1.9391)  -0.79
H (-0.1497, 1.3104, -0.8801)  0.45
H (-1.8881, 1.4593, -0.6499)  0.44
H (0.3817, -0.5881, -2.6730)  0.21
H (0.0757, -2.1370, -1.9244)  0.19
H (1.5225, -0.0904, -0.2488)  0.42
H (1.9204, -3.0763, -0.7685)  0.16
H (2.9274, -2.0239, 0.1114)  0.16
H (4.0205, 1.9251, 0.7211)  0.49
H (2.4964, 1.8902, 0.2960)  0.48
O (3.1073, 2.1829, 1.0019)  -1.05
H (-4.5881, -0.0830, 0.9971)  0.48
H (-3.1771, 0.3690, 1.5241)  0.49
O (-4.1410, 0.4455, 1.7137)  -1.00
H (-3.3641, 0.0206, 4.4313)  0.48
H (-2.5084, 0.8921, 3.3717)  0.49
O (-2.9559, 0.8576, 4.2188)  -0.96
H (-1.5923, 2.8382, 1.0225)  0.51
H (-3.1341, 3.0982, 1.0714)  0.48
O (-2.4269, 2.7952, 0.4988)  -0.99
H (3.3468, 1.3667, -2.9511)  0.48
H (3.5057, -1.1672, -2.1815)  0.50
O (3.6913, 1.2164, -2.0668)  -1.08
H (2.8682, 0.1430, 2.1348)  0.49
H (2.3412, -1.2339, 2.1331)  0.47
O (3.1284, -0.7472, 2.4217)  -0.96
H (-5.0093, -0.3286, -0.7242)  0.47
H (-3.8457, -1.2074, -0.6050)  0.52
O (-4.7906, -1.1719, -0.2804)  -0.97
H (-1.1860, -1.2689, 0.7561)  0.49
H (-1.6038, -1.4007, 2.2264)  0.50
O (-1.1312, -0.8264, 1.6044)  -0.99
H (2.9278, 1.6668, -1.3967)  0.51
H (1.4746, 2.8441, -1.0851)  0.46
O (1.4613, 1.8792, -1.0779)  -1.21
H (0.1425, 2.6648, 2.4180)  0.49
H (0.1640, 1.2339, 1.7158)  0.52
O (-0.2923, 2.0766, 1.7944)  -0.97
H (-4.0677, -2.3708, 1.8209)  0.47
H (-4.1963, -1.2604, 2.6540)  0.49
O (-3.6840, -2.1408, 2.6988)  -0.98
H (-1.1509, -3.7438, -2.2614)  0.48
H (0.3177, -4.0501, -2.6852)  0.47
O (-0.5215, -4.4498, -2.4418)  -0.95
H (-0.0223, 1.3431, -3.3275)  0.46
H (1.3500, 1.7674, -2.8686)  0.50
O (0.8567, 1.4936, -3.6894)  -0.99
H (4.9089, 1.2031, -0.8434)  0.52
H (4.7563, 0.1591, 0.3394)  0.48
O (5.2072, 0.9698, 0.0794)  -0.98

charge = -1
ΔE to the lowest compared entry with this formula, charge and spin = 187.65 kJ/mol
gap between HOMO and LUMO = 0.3214 hartree

---

C15H34N4Sn as an isolated structure, computed with the ωB97M-V functional and the def2-TZVPD basis.

Last column: natural (NBO) charge in e.
Element x y z (Å)
Sn (-8.8799, -9.1156, -6.5607)  0.85
C (-6.0209, -8.8610, -10.0043)  -0.42
C (-6.1132, -10.2816, -9.4767)  -0.21
N (-6.2344, -10.3343, -8.0410)  -0.63
C (-4.9798, -10.3153, -7.3413)  -0.22
C (-4.2668, -9.0110, -7.0610)  -0.22
N (-4.8340, -8.1571, -6.0258)  -0.64
C (-3.8314, -7.4048, -5.2512)  -0.22
C (-3.7017, -5.8903, -5.6265)  -0.43
C (-5.0428, -5.1253, -5.4861)  -0.21
N (-6.0470, -5.4395, -6.5063)  -0.68
C (-5.8816, -4.8759, -7.8177)  -0.22
C (-5.7997, -5.9715, -8.8828)  -0.22
N (-6.7233, -7.0433, -8.5220)  -0.64
C (-7.1123, -7.9101, -9.5951)  -0.21
H (-6.0392, -9.0649, -11.0957)  0.21
H (-5.0784, -8.3556, -9.7850)  0.21
H (-5.2486, -10.9067, -9.8299)  0.17
H (-7.0266, -10.7184, -9.8599)  0.20
H (-6.7479, -11.1506, -7.7367)  0.37
H (-4.2667, -10.9578, -7.8849)  0.17
H (-5.2063, -10.7526, -6.3592)  0.19
H (-4.1509, -8.3971, -7.9932)  0.19
H (-3.2879, -9.3409, -6.7795)  0.17
H (-5.4162, -8.6603, -5.4026)  0.36
H (-2.8443, -7.8602, -5.3339)  0.17
H (-4.0481, -7.5675, -4.2021)  0.19
H (-3.3576, -5.8657, -6.7085)  0.19
H (-3.0054, -5.3923, -4.9800)  0.21
H (-4.8582, -4.0404, -5.4684)  0.19
H (-5.5298, -5.4071, -4.5465)  0.19
H (-6.1333, -6.4526, -6.5611)  0.41
H (-4.9892, -4.2577, -7.9120)  0.19
H (-6.7364, -4.2394, -8.0671)  0.17
H (-4.7673, -6.3651, -9.0126)  0.17
H (-5.9755, -5.5540, -9.8944)  0.17
H (-7.5312, -6.6250, -8.0990)  0.37
H (-7.4561, -7.3472, -10.4847)  0.17
H (-8.0073, -8.4449, -9.2323)  0.19
C (-11.5920, -12.7420, -6.7417)  -0.60
C (-10.1144, -12.2839, -6.6925)  -0.12
C (-9.4205, -12.9290, -5.4234)  -0.60
C (-9.3532, -12.6990, -7.9974)  -0.59
C (-10.0360, -10.7767, -6.4593)  -1.03
H (-11.6946, -13.8382, -6.7978)  0.20
H (-12.0969, -12.3507, -7.6553)  0.21
H (-12.1030, -12.3394, -5.8601)  0.21
H (-9.2605, -13.9838, -5.5309)  0.20
H (-10.0041, -12.8322, -4.5592)  0.20
H (-8.4695, -12.3655, -5.2855)  0.21
H (-9.2349, -13.7479, -8.1403)  0.21
H (-8.3802, -12.2357, -7.9823)  0.18
H (-9.9793, -12.4281, -8.8706)  0.21
H (-10.6792, -10.4224, -5.5755)  0.20

ΔE to the lowest compared entry with this formula, charge and spin = 32.80 kJ/mol
gap between HOMO and LUMO = 0.2625 hartree

---

C55H47ClIN8O2P2SiTa as an isolated structure, computed with the ωB97M-V functional and the def2-TZVPD basis.

Last column: Mulliken charge in e.
Element x y z (Å)
Ta (-0.2309, -0.4063, -0.3511)  0.55
C (0.1002, -4.0927, -0.6938)  -1.16
Si (1.2211, -2.6419, -0.1830)  0.90
C (1.9074, -2.6553, 1.6000)  -0.23
C (2.4301, -3.8431, 2.1161)  -0.81
C (2.7965, -3.9630, 3.4463)  -0.91
C (2.6497, -2.8821, 4.3024)  -1.02
C (2.1817, -1.6792, 3.8071)  -0.38
C (1.8082, -1.5553, 2.4675)  0.81
P (1.2835, 0.0928, 1.8656)  1.20
C (2.4780, 1.1506, 2.7806)  0.92
C (3.7931, 1.1840, 2.3273)  -0.51
C (4.7658, 1.8393, 3.0630)  -0.57
C (4.4351, 2.4620, 4.2572)  -0.85
C (3.1200, 2.4592, 4.6960)  -0.87
C (2.1401, 1.8119, 3.9605)  -0.04
C (-0.2516, 0.4713, 2.8021)  -0.86
C (-0.8247, -0.1936, 3.8375)  -0.91
C (-1.9551, 0.3536, 4.5461)  -0.85
C (-2.5997, 1.4573, 4.1301)  -1.11
C (-2.1863, 2.0957, 2.8654)  0.35
C (-0.4050, 2.8729, 2.1548)  -0.98
C (2.6206, -2.6049, -1.4590)  0.72
C (3.3981, -3.7525, -1.6411)  -0.52
C (4.3781, -3.8135, -2.6141)  -0.93
C (4.6079, -2.7170, -3.4337)  -0.99
C (3.8546, -1.5718, -3.2681)  0.02
C (2.8592, -1.5122, -2.2916)  -0.33
P (1.9454, 0.0759, -2.1426)  0.83
C (1.4924, 0.2088, -3.9162)  1.12
C (2.1675, 0.9711, -4.8637)  -0.08
C (1.7604, 0.9441, -6.1897)  -0.80
C (0.6879, 0.1602, -6.5823)  -0.88
C (0.0315, -0.6271, -5.6468)  -0.47
C (0.4348, -0.6031, -4.3248)  -1.37
C (3.3843, 1.1654, -1.8157)  1.21
C (4.4021, 0.6478, -1.0102)  -1.35
C (5.5031, 1.4201, -0.6832)  -0.36
C (5.6071, 2.7203, -1.1534)  -0.91
C (4.6018, 3.2411, -1.9510)  -1.14
C (3.4869, 2.4802, -2.2657)  -0.34
H (0.3809, -5.0167, -0.1894)  0.40
H (-0.9474, -3.9034, -0.4687)  0.31
H (0.1888, -4.2676, -1.7656)  0.38
H (2.5372, -4.7010, 1.4663)  0.32
H (3.1876, -4.8976, 3.8211)  0.46
H (2.9045, -2.9702, 5.3482)  0.47
H (2.1134, -0.8239, 4.4660)  0.51
H (4.0559, 0.6870, 1.4053)  0.22
H (5.7861, 1.8552, 2.7082)  0.50
H (5.1975, 2.9488, 4.8474)  0.42
H (2.8507, 2.9518, 5.6196)  0.47
H (1.1217, 1.8100, 4.3283)  0.33
H (-0.3702, -1.1045, 4.1964)  0.67
H (-2.2628, -0.1542, 5.4473)  0.58
H (-3.4436, 1.8797, 4.6553)  0.59
H (-2.9640, 1.9932, 2.0969)  0.14
H (0.5193, 3.1720, 1.6890)  0.52
H (3.2240, -4.6131, -1.0093)  0.39
H (4.9572, -4.7161, -2.7443)  0.45
H (5.3679, -2.7550, -4.2002)  0.49
H (4.0383, -0.7122, -3.8979)  0.50
H (3.0180, 1.5725, -4.5767)  0.54
H (2.2923, 1.5425, -6.9145)  0.49
H (0.3757, 0.1460, -7.6160)  0.43
H (-0.7885, -1.2639, -5.9458)  0.52
H (-0.0531, -1.2402, -3.5955)  0.31
H (4.3406, -0.3741, -0.6590)  0.33
H (6.2862, 1.0033, -0.0661)  0.60
H (6.4637, 3.3257, -0.8968)  0.45
H (4.6859, 4.2466, -2.3371)  0.52
H (2.7137, 2.9273, -2.8731)  0.46
Cl (-6.7783, -2.8459, 2.6744)  -0.22
C (-5.2327, -2.3350, 2.1356)  0.44
C (-4.1104, -3.0131, 2.5337)  -0.41
C (-2.8446, -2.6271, 2.0819)  0.53
I (-1.2011, -3.7630, 2.7219)  0.20
C (-2.6601, -1.5497, 1.2333)  -0.34
O (-1.4837, -1.1663, 0.7483)  1.47
C (-3.8279, -0.8268, 0.8190)  -0.55
N (-3.6365, 0.2104, -0.0270)  0.47
C (-4.7011, 0.8547, -0.4482)  0.29
C (-6.0138, 0.5581, -0.0595)  -1.25
C (-6.2215, -0.4787, 0.8074)  -1.28
C (-5.1143, -1.2181, 1.2685)  0.14
H (-4.1976, -3.8602, 3.1973)  0.53
H (-4.5321, 1.6695, -1.1396)  0.04
H (-6.8345, 1.1389, -0.4498)  0.52
H (-7.2114, -0.7507, 1.1414)  0.52
O (-2.3537, -1.6775, -2.2138)  -0.36
C (-1.4555, -1.0392, -1.9169)  -0.37
C (-1.8823, 1.7552, -2.9242)  -0.44
N (-2.3833, 2.8498, -3.7261)  0.25
C (-1.2491, 3.5991, -4.2624)  -0.68
N (-0.4154, 4.1242, -3.1806)  0.14
C (0.0624, 3.0177, -2.3804)  -0.36
N (-1.0347, 2.2144, -1.7909)  1.22
C (-1.8606, 3.1521, -0.9939)  -0.44
N (-2.3691, 4.2575, -1.7780)  0.28
C (-3.1736, 3.7439, -2.8852)  -0.69
C (-1.2414, 4.9956, -2.3450)  -0.84
H (-1.2812, 1.1006, -3.5600)  -0.22
H (-2.7234, 1.1897, -2.5197)  0.18
H (-1.6150, 4.4288, -4.8678)  0.36
H (-0.6520, 2.9329, -4.8901)  0.25
H (0.6836, 3.4058, -1.5664)  0.51
H (0.6536, 2.3602, -3.0216)  -0.70
H (-1.2455, 3.5583, -0.1833)  0.16
H (-2.6910, 2.5895, -0.5649)  -0.48
H (-3.5317, 4.5795, -3.4876)  0.37
H (-4.0360, 3.2041, -2.4900)  0.29
H (-0.6341, 5.4026, -1.5337)  0.31
H (-1.6170, 5.8184, -2.9538)  0.41
N (-3.7196, 5.7293, 4.1735)  -0.39
C (-2.8523, 5.1959, 3.6297)  0.42
N (-1.8010, 4.7034, 3.0378)  -0.68
C (-1.5316, 3.5117, 2.7238)  0.82
N (-0.8722, 1.6244, 2.3714)  1.74

charge = +2
gap between HOMO and LUMO (spin up / spin down) = 0.1462 / 0.1462 hartree

---

A 4-piece molecular cluster, C23H46IN4O4 overall, computed with the ωB97M-V functional and the def2-TZVPD basis.

Last column: Mulliken charge in e.
Element x y z (Å)
C (0.6079, -1.4610, 4.4844)  -0.83
C (0.7553, -0.8162, 3.3365)  -0.41
C (0.2288, 0.5521, 3.0318)  -0.76
C (-1.2565, 0.6791, 2.5702)  2.41
C (-1.9416, 1.6899, 3.5305)  -0.68
C (-1.5623, 3.1275, 3.2348)  0.11
C (-1.4819, 4.0212, 4.4120)  -0.84
O (-0.2938, 3.4950, 3.5629)  -0.48
C (-1.3444, 1.2025, 1.1329)  -1.61
C (-2.8440, 1.2198, 0.8612)  -0.94
N (-3.2717, -0.0865, 1.5140)  -0.02
C (-4.7323, -0.1910, 1.8773)  -1.08
I (-5.5080, -2.1132, 1.3186)  0.20
C (-5.0810, 0.1521, 3.3288)  -0.22
C (-5.7461, 1.5420, 3.4210)  -1.40
C (-2.1597, -0.5758, 2.4716)  -0.56
C (-1.6237, -1.8431, 1.8005)  -1.69
H (1.0564, -2.4307, 4.6315)  0.31
H (0.0644, -1.0175, 5.3109)  0.30
H (1.3001, -1.2943, 2.5381)  0.28
H (0.8529, 0.9797, 2.2515)  0.32
H (0.4023, 1.1690, 3.9068)  0.71
H (-3.0272, 1.7051, 3.4300)  -0.71
H (-1.6636, 1.5070, 4.5636)  0.80
H (-1.9872, 3.5710, 2.3412)  0.34
H (-1.1924, 3.6014, 5.3640)  0.34
H (-1.2641, 5.0756, 4.3361)  0.36
H (-0.8880, 0.4412, 0.4969)  0.35
H (-0.8054, 2.1196, 0.9276)  0.65
H (-3.0067, 1.0758, -0.2030)  0.51
H (-3.3932, 2.0753, 1.2282)  0.20
H (-3.1887, -0.7352, 0.7322)  0.60
H (-5.2440, 0.5068, 1.2268)  0.81
H (-4.2091, 0.1713, 3.9690)  0.24
H (-5.7960, -0.5645, 3.7096)  0.61
H (-5.5940, 1.9587, 4.4127)  0.38
H (-6.8100, 1.4901, 3.2152)  0.36
H (-5.2869, 2.2406, 2.7227)  0.30
H (-2.5389, -0.8929, 3.4367)  0.38
H (-1.0182, -1.6307, 0.9203)  0.27
H (-0.9976, -2.3728, 2.4961)  0.45
H (-2.4449, -2.5105, 1.5397)  0.47
C (1.7694, -1.0542, -0.7687)  0.07
O (1.2846, -1.1528, 0.3615)  -0.63
N (2.9230, -1.6032, -1.1343)  0.23
C (3.4562, -1.4556, -2.4793)  -0.69
C (3.6736, -2.3760, -0.1585)  -0.97
H (1.2792, -0.4908, -1.5734)  0.27
H (3.5674, -2.4419, -2.9326)  0.20
H (4.4269, -0.9572, -2.4386)  0.34
H (2.7783, -0.8486, -3.0755)  0.24
H (3.0777, -3.2162, 0.1975)  0.29
H (3.9334, -1.7540, 0.6988)  0.31
H (4.5802, -2.7510, -0.6242)  0.37
C (1.3811, 2.7377, -3.1695)  0.08
O (1.7738, 1.7529, -2.5683)  -0.58
N (1.0807, 3.9105, -2.5859)  0.16
C (0.6217, 5.0574, -3.3457)  -0.92
C (1.2325, 4.0233, -1.1452)  -0.57
H (1.2470, 2.7489, -4.2634)  0.29
H (1.3087, 5.8961, -3.2241)  0.33
H (-0.3702, 5.3665, -3.0110)  0.33
H (0.5691, 4.8007, -4.4013)  0.30
H (2.2634, 3.8252, -0.8527)  0.30
H (0.5975, 3.2934, -0.6403)  -0.02
H (0.9545, 5.0260, -0.8315)  0.39
C (3.9146, -4.8822, -4.4981)  0.12
O (3.1994, -4.4396, -3.6140)  -0.65
N (3.7448, -4.6348, -5.8064)  0.11
C (4.6252, -5.1883, -6.8174)  -0.92
C (2.6381, -3.7855, -6.2152)  -0.88
H (4.7758, -5.5364, -4.2873)  0.31
H (5.1101, -4.3891, -7.3803)  0.34
H (4.0626, -5.8144, -7.5118)  0.34
H (5.3922, -5.7961, -6.3430)  0.29
H (2.7299, -2.7976, -5.7632)  0.23
H (1.6904, -4.2173, -5.8929)  0.30
H (2.6427, -3.6890, -7.2976)  0.38

charge = +1
gap between HOMO and LUMO = 0.2977 hartree

---

So what do the calculations give for max |F|? Going down the list: 0.0560; 0.0466; 0.0531; 0.0680 hartree/bohr.